Entry 1:
DFT (ωB97M-V with the def2-TZVPD basis set) results for 12 unconnected molecules or ions with the total composition C48H60N12 in a non-equilibrium geometry.

ORCA input file:
```
! RIJCOSX wB97M-V def2-TZVPD def2/J DEFGRID3
* xyz 1 2
N -2.79687 0.13029 -4.43509
C -1.98398 0.80235 -5.33397
C -0.74881 1.08047 -4.72755
C -0.85502 0.59210 -3.43633
C -2.03041 -0.14517 -3.33780
H -3.75828 -0.13786 -4.58961
H -2.33921 1.19474 -6.27537
H 0.04534 1.69992 -5.11744
H -0.06345 0.66577 -2.70531
H -2.48961 -0.61746 -2.48195
N 3.00296 1.00444 5.82851
C 3.12990 2.04774 6.68585
C 2.02263 2.86901 6.51351
C 1.17282 2.34764 5.54767
C 1.85351 1.15424 5.14181
H 3.55190 0.15759 5.78816
H 3.93633 2.25233 7.37447
H 1.90080 3.83530 6.98026
H 0.26012 2.78505 5.17075
H 1.42882 0.47277 4.41957
N -3.90928 1.61269 -0.04922
C -4.51522 0.60623 -0.80753
C -5.14689 -0.23616 0.01143
C -4.74878 0.05847 1.29939
C -4.23911 1.35255 1.25099
H -3.45151 2.44004 -0.40423
H -4.53042 0.65514 -1.88632
H -5.63666 -1.16903 -0.22580
H -4.90711 -0.57832 2.15719
H -3.93114 1.93141 2.10917
N -3.21799 4.13754 4.18952
C -2.77003 2.81240 4.27560
C -1.76701 2.65238 3.27890
C -1.63540 3.86881 2.65072
C -2.45665 4.78559 3.29027
H -3.85096 4.60648 4.82160
H -3.11609 2.09025 5.00026
H -1.26930 1.70681 3.12209
H -1.01350 4.21233 1.83730
H -2.63373 5.83024 3.08109
N 0.17544 0.81839 1.08050
C -0.47819 0.00032 0.19135
C 0.42796 -1.01550 -0.18403
C 1.54415 -0.84382 0.58149
C 1.33939 0.20939 1.37840
H -0.21575 1.62594 1.54412
H -1.53539 0.12117 0.00664
H 0.15304 -1.81770 -0.85283
H 2.47758 -1.38675 0.56301
H 1.93087 0.70702 2.13267
N 2.72533 -0.13386 -3.07765
C 3.22275 0.26484 -1.85120
C 4.46737 -0.34345 -1.68626
C 4.63099 -1.12638 -2.84371
C 3.52114 -1.02366 -3.71456
H 1.84616 0.14816 -3.48706
H 2.57311 0.87303 -1.23927
H 5.19544 -0.25548 -0.89344
H 5.48963 -1.74573 -3.05711
H 3.11481 -1.40791 -4.63849
N -2.82556 -3.87774 -0.19558
C -3.38570 -4.98937 -0.70288
C -4.05880 -4.57106 -1.82998
C -3.76575 -3.23340 -2.11337
C -2.98459 -2.83712 -1.08364
H -2.34491 -3.74918 0.68336
H -3.23200 -5.89234 -0.13068
H -4.64935 -5.21839 -2.46135
H -4.12492 -2.67049 -2.96220
H -2.58359 -1.86822 -0.82510
N 2.28841 4.58359 -0.35669
C 1.54472 5.70607 0.02096
C 1.10939 5.57385 1.30070
C 1.49389 4.30040 1.75374
C 2.28591 3.72650 0.73833
H 2.79789 4.51226 -1.22585
H 1.38274 6.50041 -0.69261
H 0.44655 6.26548 1.79938
H 1.34300 3.87356 2.73427
H 2.90011 2.83818 0.74539
N -2.34306 3.06005 -2.50215
C -3.47492 3.81032 -2.74890
C -3.56662 4.77597 -1.74890
C -2.58319 4.57338 -0.82336
C -1.80792 3.51928 -1.30865
H -1.95417 2.34121 -3.09557
H -4.15370 3.65131 -3.57374
H -4.32341 5.54635 -1.73571
H -2.43544 5.10772 0.10349
H -0.88869 3.07856 -0.95201
N 0.84006 -4.20815 -4.01538
C 1.30478 -4.45787 -5.28140
C 1.15507 -3.35101 -6.05170
C 0.70623 -2.35228 -5.22017
C 0.57560 -2.84615 -3.94342
H 0.77545 -4.81506 -3.21065
H 1.64569 -5.43669 -5.58484
H 1.31408 -3.26086 -7.11612
H 0.41336 -1.36507 -5.54580
H 0.25514 -2.34052 -3.04451
N 4.42596 -2.25127 4.64046
C 3.64173 -2.54493 5.73553
C 2.30544 -2.54953 5.37389
C 2.33019 -2.20208 4.01216
C 3.59236 -1.84404 3.62804
H 5.42010 -2.08074 4.69250
H 4.03198 -2.69005 6.73205
H 1.44814 -2.93364 5.90670
H 1.46466 -2.16657 3.36719
H 4.09406 -1.41575 2.77290
N 3.12071 -5.47491 -1.80857
C 2.75107 -4.20849 -1.44385
C 1.61703 -4.42109 -0.61501
C 1.52087 -5.77748 -0.31328
C 2.47557 -6.42921 -1.11522
H 3.86056 -5.67701 -2.46575
H 3.17403 -3.29953 -1.84549
H 1.12923 -3.61809 -0.08243
H 0.78730 -6.17242 0.37396
H 2.61903 -7.48213 -1.30803
*
```

Output
E_HOMO (alpha / beta) = -9.21 / -9.21 eV
<S²> = 0.76

***

Entry 2:
DFT (ωB97M-V with the def2-TZVPD basis set) results for 9 unconnected molecules or ions with the total composition C48H60N6O18 in a non-equilibrium geometry.

ORCA input file:
```
! RIJCOSX wB97M-V def2-TZVPD def2/J DEFGRID3
* xyz 0 1
O 0.83548 -9.78606 -2.19858
N 0.44611 -9.15073 -1.26191
O 0.58539 -9.47479 -0.10429
C -0.32136 -7.90922 -1.54562
C -0.31493 -6.87116 -0.59960
C -0.89125 -5.64276 -0.92365
C -1.51560 -5.54053 -2.17559
C -1.50388 -6.53703 -3.17199
C -0.93037 -7.80201 -2.80010
H 0.23767 -7.08677 0.31445
H -0.95504 -4.82177 -0.23135
H -2.05516 -4.66366 -2.50218
H -1.99207 -6.40399 -4.13054
H -0.86176 -8.62907 -3.51992
O -4.24172 -6.86745 -0.42839
N -4.32175 -5.63182 -0.34356
O -4.88266 -4.96472 -1.18553
C -3.67775 -4.94030 0.75763
C -2.99770 -5.57953 1.78248
C -2.44295 -4.83360 2.82092
C -2.40765 -3.47643 2.73827
C -3.17967 -2.79512 1.82666
C -3.70248 -3.51426 0.80258
H -3.00956 -6.67895 1.85572
H -1.87840 -5.28415 3.59937
H -1.78776 -2.98000 3.47043
H -3.17460 -1.71735 1.82833
H -4.04890 -2.95492 -0.05852
O 4.17631 6.16077 1.70601
N 3.36937 5.46924 1.11697
O 2.62948 5.88756 0.24038
C 3.28049 4.07040 1.45383
C 4.10531 3.57709 2.46562
C 3.85691 2.30952 2.88871
C 2.88283 1.50567 2.28757
C 2.12356 2.03410 1.28398
C 2.38242 3.29564 0.78151
H 4.87104 4.18021 2.90313
H 4.44721 1.92463 3.71152
H 2.80983 0.45633 2.56994
H 1.40105 1.37006 0.81116
H 1.79717 3.82309 0.02439
O 3.90715 -0.26231 -1.74005
N 2.94761 -0.87895 -2.08020
O 1.84197 -0.75489 -1.53201
C 2.98968 -1.82096 -3.20375
C 4.18563 -1.99837 -3.86531
C 4.24289 -2.94313 -4.84036
C 3.05621 -3.57402 -5.32704
C 1.87613 -3.26412 -4.65661
C 1.81528 -2.44082 -3.53900
H 5.04352 -1.47605 -3.49853
H 5.12148 -3.23477 -5.33531
H 3.02296 -4.36897 -6.08687
H 0.92317 -3.76100 -4.92141
H 0.88286 -2.25231 -3.05305
O 2.94502 0.68738 -4.77023
N 2.49512 1.16752 -5.80083
O 3.14280 1.71734 -6.64509
C 1.03321 1.07721 -6.01298
C 0.51185 1.67381 -7.17377
C -0.83892 1.47195 -7.43290
C -1.61152 0.81897 -6.49549
C -1.05377 0.38690 -5.29528
C 0.29395 0.48623 -5.06555
H 1.21972 2.19458 -7.87076
H -1.28322 1.78799 -8.37721
H -2.66278 0.70177 -6.62594
H -1.64543 -0.06233 -4.52853
H 0.70388 0.09357 -4.09896
O -1.08263 -2.09580 -1.41464
N -1.25974 -0.92776 -1.18619
O -1.75557 -0.14414 -1.95156
C -0.83942 -0.42275 0.15346
C -0.16158 -1.23085 1.04052
C -0.03363 -0.81587 2.35959
C -0.65388 0.29532 2.84434
C -1.37610 1.12104 1.98806
C -1.39655 0.84250 0.61290
H 0.16585 -2.21552 0.71022
H 0.59605 -1.44466 2.99498
H -0.61593 0.45290 3.89698
H -1.63796 2.06646 2.33659
H -1.82858 1.50065 -0.10957
C -0.11732 4.43883 2.53614
O 0.08177 3.54488 3.57396
C 0.20122 4.16890 4.84733
C 1.57839 4.59510 5.25006
O 1.94615 5.72972 4.50544
C 3.16332 6.28295 4.97279
H -0.18024 3.89899 1.56914
H 0.69997 5.10933 2.73627
H -1.09959 4.93722 2.75380
H -0.14239 3.38661 5.60809
H -0.56936 4.98268 4.90755
H 2.34881 3.85168 4.86278
H 1.77157 4.69796 6.34411
H 2.94741 6.75422 5.91375
H 3.48021 7.05051 4.29184
H 3.97246 5.54024 5.03769
C 2.85939 4.14215 -4.24593
O 1.73654 3.43217 -3.79216
C 1.89646 2.69196 -2.56276
C 0.59570 2.33025 -1.94222
O -0.13375 3.31200 -1.25754
C -0.88725 4.24697 -2.04894
H 2.57261 4.33297 -5.29300
H 3.83237 3.61222 -4.19718
H 2.87136 5.04313 -3.72788
H 2.56666 3.29367 -1.91060
H 2.39229 1.75300 -2.81258
H 0.75659 1.53936 -1.17892
H -0.06096 1.91453 -2.72228
H -0.23033 5.07287 -2.40710
H -1.71632 4.59058 -1.41642
H -1.37733 3.71767 -2.87559
C -4.80704 0.37035 2.53322
O -3.96817 0.12954 3.66800
C -4.65673 -0.16916 4.84731
C -3.95687 0.41102 6.01335
O -2.57068 -0.01605 5.95083
C -1.74923 0.31749 7.08576
H -5.42410 1.31590 2.65537
H -5.30332 -0.52757 2.18234
H -4.11611 0.63066 1.74253
H -4.72007 -1.33247 4.99758
H -5.70271 0.27519 4.80613
H -4.47266 0.11214 6.92470
H -4.04343 1.49790 5.97202
H -0.89685 -0.28160 7.07815
H -2.28554 0.21012 8.01319
H -1.45240 1.38128 6.94698
*
```

Output
E_HOMO = -9.41 eV
SMILES string = O=[N+]([O-])c1ccccc1.O=[N+]([O-])c1ccccc1.O=[N+]([O-])c1ccccc1.O=[N+]([O-])c1ccccc1.O=[N+]([O-])c1ccccc1.O=[N+]([O-])c1ccccc1.COCCOC.COCCOC.COCCOC

***

Entry 3:
DFT (ωB97M-V with the def2-TZVPD basis set) results for a molecular structure, C48H61As2FeN5SSe2Si2Te in a non-equilibrium geometry.

ORCA input file:
```
! RIJCOSX wB97M-V def2-TZVPD def2/J DEFGRID3
* xyz 2 5
Fe -0.69104 1.99732 0.36581
Se -2.45784 4.00772 2.18241
Se -1.70014 5.22632 0.39231
C 0.19976 4.76172 0.37761
C 1.04276 5.85502 0.39471
C 2.42526 5.63672 0.60861
C 2.88246 4.36992 0.63921
C 2.00386 3.21722 0.26941
N 0.57766 3.49082 0.39811
C -3.65494 2.91532 1.13221
C -5.02074 3.02522 1.34471
C -5.86954 2.44672 0.41661
C -5.31054 1.78122 -0.66599
C -3.93274 1.68632 -0.75609
N -3.10484 2.23352 0.13291
H 0.62256 6.84472 0.32361
H 3.06766 6.47962 0.80661
H 3.91626 4.12822 0.82011
H 2.21716 2.36362 0.93071
H -5.38714 3.59742 2.18581
H -6.94064 2.54952 0.50681
H -5.93734 1.35862 -1.43299
H -3.47394 1.18502 -1.60029
C -0.84504 -2.69628 1.73171
C -2.03064 -2.85258 0.79141
As -2.56834 -1.19428 -0.19009
C -2.30424 -1.80348 -2.03889
C -2.62634 -3.09468 -2.43949
C -2.42214 -3.49578 -3.74879
C -1.91274 -2.60638 -4.68209
C -1.60594 -1.31068 -4.30179
C -1.80244 -0.91808 -2.98819
C -4.50974 -1.48238 -0.11099
C -5.31364 -1.50028 -1.24509
C -6.67244 -1.74198 -1.13789
C -7.23794 -1.96148 0.10601
C -6.45534 -1.89238 1.24641
C -5.10244 -1.62908 1.13721
As 0.80226 -2.21198 0.80951
C 2.18646 -2.16298 2.15331
C 1.90196 -1.69318 3.43061
C 2.91056 -1.59098 4.37211
C 4.20356 -1.95928 4.03971
C 4.49486 -2.41168 2.76291
C 3.49186 -2.50078 1.81291
C 1.12236 -3.70018 -0.36349
C 1.38606 -4.93198 0.22581
C 1.49266 -6.06088 -0.56609
C 1.33726 -5.96048 -1.94019
C 1.06786 -4.73368 -2.52439
C 0.95636 -3.60068 -1.73629
H -0.63514 -3.63808 2.25881
H -1.04214 -1.92138 2.47341
H -2.90624 -3.16578 1.37001
H -1.81144 -3.63488 0.05761
H -3.05974 -3.79448 -1.73349
H -2.66654 -4.50558 -4.04539
H -1.76664 -2.91888 -5.70519
H -1.21574 -0.60858 -5.02509
H -1.56264 0.09972 -2.69419
H -4.87824 -1.34058 -2.22419
H -7.29054 -1.76088 -2.02369
H -8.29114 -2.16948 0.18511
H -6.90394 -2.03688 2.21691
H -4.49094 -1.54878 2.03031
H 0.88336 -1.41918 3.68981
H 2.68766 -1.24018 5.36801
H 4.98856 -1.89018 4.77441
H 5.50096 -2.70498 2.50911
H 3.70626 -2.84228 0.80331
H 1.51436 -4.99528 1.30401
H 1.69156 -7.01698 -0.10949
H 1.42836 -6.84278 -2.55389
H 0.93876 -4.65748 -3.59239
H 0.74506 -2.63278 -2.18369
C 5.85336 1.66002 -2.22649
Si 5.60856 0.19692 -1.01799
C 4.65016 -1.22558 -1.85599
C 7.32416 -0.39448 -0.40129
C 4.61086 0.75532 0.44951
Te 0.69426 -0.06028 -0.36579
C 2.44326 2.79462 -1.16369
Si 1.23136 3.03372 -2.64309
C 1.56146 4.78532 -3.29389
C 1.72466 1.66332 -3.87239
C -0.64784 2.88582 -2.32839
H 6.57636 1.39122 -2.99099
H 6.22616 2.54092 -1.71309
H 4.92256 1.92472 -2.71869
H 4.76396 -1.20298 -2.93519
H 3.58256 -1.16888 -1.63499
H 5.00546 -2.19428 -1.51829
H 7.92346 -0.71438 -1.24739
H 7.23496 -1.22818 0.28741
H 7.86036 0.40172 0.10331
H 4.90076 1.61212 1.03461
H 3.77996 0.19052 0.85241
H 2.77726 1.75712 -1.12129
H 3.33416 3.37342 -1.41459
H 2.59706 4.88172 -3.60199
H 1.37576 5.53712 -2.53169
H 0.93996 5.01622 -4.15239
H 2.78596 1.71872 -4.08989
H 1.19946 1.76482 -4.81689
H 1.52836 0.66542 -3.48469
H -1.04354 3.80882 -1.91549
H -0.91134 2.05042 -1.66449
H -1.17364 2.71922 -3.26399
C -3.90344 -0.26908 4.86281
C -2.53514 -0.88098 4.54261
C -1.64254 0.15152 3.95761
N -1.48684 0.41112 2.70831
N -0.67204 1.44952 2.45241
C -0.17244 1.99802 3.53481
N 0.67986 3.02662 3.52281
S -0.71224 1.22432 4.99961
H -4.58464 -1.04708 5.19771
H -4.31704 0.19992 3.97161
H -3.82264 0.47892 5.64841
H -2.67254 -1.70028 3.83421
H -2.08974 -1.27938 5.45731
H 0.79896 3.52962 2.65651
H 0.90926 3.49482 4.38171
*
```

Output
E_HOMO (alpha / beta) = -11.87 / -11.95 eV
<S²> = 6.33